[1]
Computed, not measured: a 4-piece molecular cluster, C23H50F9NO14P4S overall in a non-equilibrium geometry, with ωB97M-V with the def2-TZVPD basis set.

Geometry as XYZ:
```
102
Properties=species:S:1:pos:R:3:lowdin_charge:R:1
S -5.96270 1.09900 0.03866 0.1387
P -4.77121 0.05055 -1.07165 0.3928
P 2.86784 -4.98711 6.94214 0.4990
P 4.58321 4.43601 -4.46394 0.4280
P -6.44225 5.30916 -3.34877 0.4262
F -1.78315 1.76516 -0.74179 0.1324
F 1.15077 2.92900 -0.51858 0.1934
F 0.12895 0.58400 -1.70188 0.1493
F -3.03112 0.73241 1.36979 0.1169
F -0.82568 2.13705 1.17935 0.1762
F 1.90753 1.63506 1.07656 0.2069
F -1.28109 -0.38120 1.95476 0.1428
F 2.45629 1.28517 -0.95509 0.1746
F 0.67187 -0.47294 0.11231 0.1717
O -1.62293 -2.19307 0.37729 -0.0345
O 4.96337 5.53987 -5.35697 -0.2379
O -5.04735 5.83686 -3.96164 -0.2466
O 3.31984 -3.89366 6.05323 -0.2467
O 2.76335 -4.20079 8.38778 -0.2298
O 3.06686 -6.33624 6.07190 -0.2156
O -5.89710 5.12130 -1.83056 -0.2194
O 3.88861 3.17935 -5.19274 -0.2461
O 3.23798 4.95520 -3.71310 -0.2109
O -0.97880 -4.33644 0.19598 0.0117
O -7.27531 6.37369 -4.20788 -0.2080
O -6.81029 3.95706 -3.79467 -0.2416
O 5.89480 3.57330 -4.14270 -0.2084
O 1.26831 -5.23967 6.91482 -0.2642
N -4.45152 -1.66428 1.07062 0.0320
C 3.06634 3.43835 -6.32988 -0.1011
C 1.84635 -3.27916 -1.29873 -0.2025
C 1.99673 -3.60013 0.18475 -0.2128
C 6.97653 4.25763 -3.47629 -0.0901
C -1.51581 -3.27136 -0.54050 -0.3776
C 3.34606 -3.07632 0.70866 -0.2195
C -0.66387 -2.98558 -1.79286 -0.1014
C -4.01909 4.87898 -4.19888 -0.1040
C 0.41896 -4.11347 6.70621 -0.1020
C -2.31871 -1.07120 -0.08429 -0.2468
C 1.46442 1.69620 -0.16205 -0.5702
C -8.71281 6.31927 -4.09155 -0.0893
C -1.05922 1.20423 0.25122 -0.3514
C -1.95133 0.10855 0.88763 -0.3885
C 3.30715 -2.97719 2.25036 -0.2420
C -5.83760 6.29724 -0.99652 -0.0929
C 2.69778 -4.97834 9.59895 -0.1026
C 2.83527 4.29483 -2.49520 -0.1026
C 0.58444 -3.85959 -1.97331 -0.1854
C 0.28063 0.70892 -0.36713 -0.3394
C -3.82898 -1.30502 -0.20982 -0.5024
C 3.02406 -1.51811 2.69918 -0.0886
C 4.41348 -6.66498 5.67248 -0.0952
H 2.69571 -3.73927 -1.81387 0.1136
H 3.22442 2.62954 -7.04000 0.0858
H 3.58620 -2.10557 0.27116 0.1006
H -3.85781 0.80696 -1.82359 -0.0172
H -3.95247 -2.15755 -0.89150 0.1004
H -4.06801 -2.57758 1.30597 0.0824
H 6.61478 4.94581 -2.71364 0.0841
H -3.30360 4.88929 -3.37432 0.0838
H -1.31051 -3.13941 -2.66032 0.1160
H 2.76283 -0.91622 1.83206 0.0403
H 4.66992 -6.09806 4.77968 0.0863
H 0.94504 -3.30275 6.20288 0.0791
H -9.09689 5.54352 -4.75063 0.0905
H -9.03164 6.12051 -3.06933 0.0848
H 1.86533 -2.20762 -1.50429 0.1021
H 2.47779 -3.58442 2.61849 0.0925
H 0.03196 -3.75576 7.66167 0.0849
H 7.59932 3.50362 -3.00217 0.0865
H 5.13586 -6.45358 6.45903 0.0829
H -5.43060 -1.86195 0.88017 0.0656
H 4.15080 -3.76242 0.43028 0.1048
H 7.56284 4.80398 -4.21211 0.0905
H 1.23101 -3.07120 0.75324 0.0995
H 0.42473 -4.90525 -1.72071 0.1121
H 1.98279 -4.67889 0.32893 0.1225
H 0.81307 -3.83794 -3.04327 0.1073
H 2.59990 -4.28505 10.42963 0.0870
H -5.56660 -0.64265 -1.99849 -0.0235
H 1.83199 -5.64449 9.58355 0.0870
H -2.49638 -3.62710 -0.88447 0.1404
H 2.01596 3.45099 -6.03376 0.0847
H 2.21281 -1.50395 3.42484 0.0646
H 1.90867 4.74978 -2.15985 0.0843
H -6.83510 6.70596 -0.83285 0.0825
H 4.43957 -7.72833 5.44838 0.0862
H -0.34562 -1.94422 -1.84861 0.0953
H 3.90752 -1.10042 3.18007 0.0689
H -1.97764 -0.73212 -1.07190 0.1376
H -4.42636 3.87468 -4.31238 0.0778
H -9.10398 7.28516 -4.40020 0.0864
H 4.20006 -3.37628 2.72790 0.0937
H 3.60884 -5.56121 9.73600 0.0813
H 2.67039 3.23168 -2.67436 0.0745
H -5.19828 7.05881 -1.44868 0.0884
H -3.50758 5.16613 -5.11526 0.0861
H -1.07956 -4.13311 1.13368 0.1152
H 3.32084 4.38691 -6.80124 0.0814
H -5.41997 6.00006 -0.03904 0.0885
H -0.41390 -4.44220 6.08794 0.0858
H 3.59173 4.42562 -1.72035 0.0895
```

Calculated values
LUMO level	-0.50	eV
HOMO-LUMO gap	8.0599	eV
SMILES	CCCCCCC[C@@H](O)O[C@@H]([C@@H](N)[PH2]=S)C(F)(F)C(F)(F)C(F)(F)C(F)(F)F.COP(=O)(OC)OC.COP(=O)(OC)OC.COP(=O)(OC)OC
E_tot	-4676.954971	a.u.
total charge	0

=====

[2]
Computed, not measured: an isolated molecule of C9H14N2O7 in a non-equilibrium geometry, with ωB97M-V with the def2-TZVPD basis set.

Geometry as XYZ:
```
32
Properties=species:S:1:pos:R:3:lowdin_charge:R:1
O -2.81624 -1.72680 1.05936 0.0268
O -0.15369 -3.35216 -0.80923 0.1132
O 4.27726 -0.90449 -0.57962 0.1497
O -0.11377 0.14884 1.80561 0.0836
O -0.07360 -2.40272 1.10928 0.2347
O 4.02498 1.10943 0.54313 0.0597
O -2.11433 -1.22671 -1.18159 0.0449
N 1.26789 0.65793 0.10639 0.0624
N -0.33651 2.77447 -0.65484 0.0162
C -2.70351 -0.98002 0.00509 -0.4280
C 0.01458 0.74937 0.73603 -0.4346
C -0.93447 1.68745 0.26048 -0.2560
C 0.38631 -2.61553 -0.02120 -0.5929
C -2.90706 0.54908 0.11809 -0.1732
C 3.56887 -0.06588 -0.11071 -0.4270
C 1.69801 -1.91105 -0.29683 0.0330
C 2.16958 -0.48666 0.34606 -0.1698
C -2.27304 1.60082 -0.57164 -0.1468
H 1.08416 0.56455 -1.02049 0.2278
H -1.10214 2.33143 1.25378 0.2121
H -2.87831 0.48479 1.17707 0.1120
H -2.54891 2.58716 -0.61615 0.0905
H -1.44439 -2.13009 -1.00687 0.1879
H 3.15358 1.63303 0.68680 0.1333
H -0.48814 2.57665 -1.64737 0.0609
H 1.71685 -1.87317 -1.31067 0.0949
H 2.38352 -2.67633 -0.16948 0.1161
H 0.64387 2.79397 -0.49334 0.0392
H -4.01576 0.81209 0.02895 0.1576
H -1.88256 1.46072 -1.74759 0.1837
H 0.13658 -1.67816 1.58838 0.0383
H 2.26038 -0.49200 1.41313 0.1498
```

Calculated values
LUMO level	-0.11	eV
HOMO-LUMO gap	10.1604	eV
SMILES	N[C@@H](CCC(=O)O)C(=O)N[C@@H](CC(=O)O)C(=O)O
E_tot	-987.408483	a.u.
total charge	0

=====

[3]
Computed, not measured: C15H28I2O4S2TiTl as an isolated structure in a non-equilibrium geometry, with ωB97M-V with the def2-TZVPD basis set.

Geometry as XYZ:
```
53
Properties=species:S:1:pos:R:3:lowdin_charge:R:1
Tl 0.55950 1.25594 -2.56779 0.5488
I 0.33587 -3.26778 1.53755 0.8479
I -0.01800 0.07126 -5.29624 0.8306
Ti 0.22488 -0.87502 0.68770 0.1398
S 1.70812 -1.18636 -1.25417 0.6087
S -1.25197 -0.71262 -1.16588 0.6108
O -1.72693 4.47079 -2.03586 0.1627
O 2.82052 0.75205 1.58096 0.2234
O -0.74890 0.02313 2.31989 -0.3511
O 3.73272 3.42889 -2.40719 0.1728
C -2.74436 0.72689 3.55854 -0.0189
C -3.08668 -0.36998 -1.13925 -0.8338
C 4.32324 -0.23335 -0.83425 -0.0887
C -3.57273 -0.66359 -2.56414 -0.0871
C 0.38399 1.37391 4.02790 -0.0154
C 2.93603 2.75712 -1.93705 0.0161
C -3.70982 -1.38441 -0.18401 -0.0698
C -3.34166 1.10701 -0.81101 -0.0792
C 3.74233 -1.15578 -3.06764 -0.0851
C 1.94624 0.05576 1.21479 -0.0837
C -1.92881 0.85680 2.29517 -0.2067
C -0.06655 -0.00030 3.57672 -0.2447
C 3.55957 -1.32105 -1.56286 -0.8274
C -0.94194 3.65077 -1.88826 0.0312
C 3.98443 -2.72287 -1.14494 -0.0612
H -2.51528 1.59644 -0.27976 0.0461
H -3.48179 1.66971 -1.74592 0.0973
H 3.19519 -1.93715 -3.60474 0.1008
H -3.67938 1.26563 3.39123 0.1191
H 3.37864 -0.18024 -3.40915 0.0610
H 3.84382 0.75125 -0.93322 0.0308
H -3.39661 -1.71876 -2.81207 0.1031
H -3.54659 -2.39373 -0.58894 0.1061
H -3.04659 -0.03384 -3.29598 0.0708
H 4.47674 -0.46713 0.22177 0.0934
H -2.98906 -0.31360 3.79283 0.1138
H 0.79962 -0.65780 3.44351 0.0957
H -4.79184 -1.19107 -0.12363 0.1305
H -1.60155 1.87679 2.07473 0.1438
H 4.81098 -1.23954 -3.30864 0.1322
H 5.07490 -2.82912 -1.26118 0.1356
H 5.32786 -0.15987 -1.29137 0.1346
H 1.11612 1.81937 3.34842 0.0806
H -2.28156 1.16572 4.44307 0.0938
H -4.65298 -0.45766 -2.60707 0.1336
H 0.89249 1.25339 4.98730 0.1242
H 3.71789 -2.94186 -0.10285 0.0881
H -2.52168 0.51260 1.44482 0.0728
H 3.49799 -3.46561 -1.79244 0.1075
H -0.73959 -0.46970 4.30948 0.1494
H -3.27861 -1.35204 0.82597 0.0769
H -0.46320 2.05330 4.15701 0.0922
H -4.26502 1.20733 -0.22185 0.1259
```

Calculated values
LUMO level (alpha / beta)	-17.36 / -17.04	eV
2S+1	2
HOMO-LUMO gap (alpha / beta)	4.0405 / 4.7824	eV
E_tot	-3301.296444	a.u.
total charge	+4

=====

Question: Which value of E_tot does entry 3 give?
Answer: -3301.296444 a.u.

=====

Question: Which of these has the highest total charge?
Answer: C15H28I2O4S2TiTl

=====

Question: Which formula does entry 1 have?
Answer: C23H50F9NO14P4S

=====

Question: What is the formula in the first record?
Answer: C23H50F9NO14P4S